--- A ---
Molecular formula: C3H7NO
Method: DFT, ωB97M-V/def2-TZVPD

Results
multiplicity	2
E_LUMO (alpha / beta)	3.5 / 3.4	eV
HOMO-LUMO gap (alpha / beta)	1.99 / 5.35	eV
net charge	-1

XYZ file:
```
12
Properties=species:S:1:pos:R:3:lowdin_spin:R:1
C 2.939 -0.262 -0.417 0.436
N 2.320 -0.671 0.675 0.379
H 3.963 -0.455 -0.657 0.065
H 2.428 0.110 -1.285 0.071
H 1.498 -0.042 0.876 0.023
O -0.238 0.866 -0.448 0.005
C -1.454 0.733 -0.306 0.006
C -2.233 -0.257 0.508 0.004
H -2.111 1.374 -1.013 0.002
H -2.643 0.269 1.343 0.001
H -3.008 -0.706 -0.141 0.001
H -1.463 -0.958 0.865 0.006
```

***

--- B ---
Molecular formula: C3H7NO
Method: DFT, ωB97M-V/def2-TZVPD

Results
multiplicity	2
E_LUMO (alpha / beta)	4.2 / 4.1	eV
HOMO-LUMO gap (alpha / beta)	4.28 / 7.18	eV
net charge	-1

XYZ file:
```
12
Properties=species:S:1:pos:R:3:lowdin_spin:R:1
O -1.966 -1.041 0.818 0.365
C -2.023 -1.709 -0.300 0.489
H -1.062 -2.149 -0.653 0.060
H -2.832 -1.499 -1.015 0.068
C 1.613 0.774 -0.823 0.007
C 1.160 1.165 0.386 0.002
N -0.036 0.788 1.030 0.001
H 1.362 -0.107 -1.407 0.004
H 2.210 1.462 -1.417 0.000
H 1.808 1.835 0.962 0.000
H -0.480 0.027 0.471 0.005
H 0.246 0.452 1.949 0.000
```

***

--- C ---
Molecular formula: C3H7NO
Method: DFT, ωB97M-V/def2-TZVPD

Results
multiplicity	2
E_LUMO (alpha / beta)	2.6 / 2.6	eV
HOMO-LUMO gap (alpha / beta)	1.73 / 4.05	eV
net charge	-1

XYZ file:
```
12
Properties=species:S:1:pos:R:3:lowdin_spin:R:1
C -2.954 3.932 0.264 0.479
N -4.069 3.214 0.302 0.376
H -2.930 4.997 0.600 0.055
H -2.111 3.264 -0.018 0.047
H -4.901 3.655 -0.225 0.044
C 2.348 -2.709 -1.034 0.000
C 2.076 -2.911 0.284 0.000
O 2.810 -2.332 1.327 0.000
H 1.651 -3.196 -1.613 0.000
H 3.100 -2.228 -1.531 0.000
H 1.412 -3.724 0.663 0.000
H 3.569 -1.961 0.982 0.000
```

***

Which one sits at the bottom of the stability order? C does.

***

--- A ---
Molecular formula: H3O2PS
Method: DFT, ωB97M-V/def2-TZVPD

Results
E_LUMO	-0.6	eV
HOMO-LUMO gap	8.65	eV
net charge	0
structure (SMILES)	OP=S.O

XYZ file:
```
7
Properties=species:S:1:pos:R:3:nbo_charge:R:1
O 0.645 -0.709 1.057 -0.977
P 1.342 -0.870 -0.506 0.914
S 2.561 -2.318 -0.393 -0.428
H 0.028 0.011 1.052 0.488
O -1.235 1.105 -0.535 -0.971
H -2.091 1.118 -1.004 0.494
H -1.251 1.663 0.328 0.482
```

***

--- B ---
Molecular formula: H3O2PS
Method: DFT, ωB97M-V/def2-TZVPD

Results
E_LUMO	0.6	eV
HOMO-LUMO gap	10.34	eV
net charge	0
structure (SMILES)	O[PH](O)=S

XYZ file:
```
7
Properties=species:S:1:pos:R:3:nbo_charge:R:1
O 0.793 0.904 -0.791 -0.984
P 0.228 -0.386 -0.097 1.554
O -1.148 0.255 0.485 -0.978
S 1.328 -1.345 1.134 -0.531
H 0.199 1.562 -0.567 0.502
H -0.260 -1.079 -1.536 -0.063
H -1.141 0.089 1.372 0.499
```

***

Which one sits at the bottom of the stability order? A does.